Record 1
Here is the ion C3H9N5 with charge +2 at a distorted geometry from the Open Molecules 2025 dataset. Energies are from ωB97M-V/def2-TZVPD.

The geometry in XYZ format:
```
17
Properties=species:S:1:pos:R:3:forces:R:3:mulliken_charge:R:1
C 0.83456 1.21448 -0.69094 0.85 0.03 0.06 -0.8797
C -0.37320 -1.65779 -0.17888 0.80 -0.03 0.05 -0.1084
C 1.28272 0.09819 -0.12106 -0.48 0.85 -0.18 0.5706
N 0.77474 -1.16143 -0.14220 0.12 -0.71 -0.09 -0.3416
N -1.61189 -0.99627 -0.04443 -1.38 -0.41 0.05 0.0297
N -2.78577 0.85040 0.27466 -0.49 -0.47 0.04 -0.5224
N -1.69246 0.26784 0.06437 0.10 0.58 0.18 0.4171
N 2.64552 0.04978 0.48073 0.26 0.03 -0.08 -0.2609
H 1.45074 2.09789 -0.75908 0.16 0.11 0.07 0.2845
H -0.46598 -2.73327 -0.28586 -0.30 -0.02 0.04 0.3913
H -2.44507 -1.60382 0.01169 0.20 0.27 -0.02 0.3052
H -2.76710 1.86670 0.34882 0.15 -0.15 -0.05 0.2876
H -3.69115 0.37587 0.37984 0.19 0.00 -0.02 0.2804
H -0.10851 1.27496 -1.19964 0.04 -0.13 -0.02 0.3773
H 3.29096 -0.43036 -0.16959 -0.12 0.12 0.21 0.3933
H 2.64073 -0.50258 1.35294 0.02 0.22 -0.21 0.3976
H 3.02118 0.98941 0.67863 -0.11 -0.29 -0.03 0.3783
```
Forces are in eV/Å.

Properties
SMILES: C=C([NH3+])/N=C\NN=[NH2+]
E_LUMO (alpha / beta), eV: -9.413 / -9.414
ΔE to the lowest compared entry with this formula, charge and spin, kcal per mole: 54.1
Energy, eV: -10687.64975
Net charge: +2
Orbital gap (alpha / beta), hartree: 0.312 / 0.312



Record 2
Here is a structure of composition C8H3LaNO5S at a distorted geometry from the Open Molecules 2025 dataset. Energies are from ωB97M-V/def2-TZVPD.

The geometry in XYZ format:
```
19
Properties=species:S:1:pos:R:3:forces:R:3:mulliken_charge:R:1
O 1.83731 1.29546 -4.01555 -2.39 -1.67 5.45 -0.1022
C 1.38723 0.98040 -2.98627 3.06 2.15 -6.99 0.0911
La 0.35037 0.25250 -0.60298 -0.09 -0.19 0.12 1.0974
O -2.57853 0.66069 -2.40080 2.62 -0.12 0.78 0.0422
C -1.50699 0.59915 -2.03908 -5.94 0.80 -3.53 0.2299
C 2.69373 0.24837 -0.30056 6.90 -0.24 1.71 0.2362
O 3.70831 0.14658 0.19236 -2.39 0.26 -1.27 0.0444
C 0.50815 2.61141 -0.53308 0.16 7.01 0.97 0.2405
O 0.44189 3.67636 -0.15289 0.19 -2.54 -1.01 0.0399
C 0.67892 -1.76365 -1.80655 0.64 -6.39 -2.87 0.2350
O 0.68674 -2.86919 -2.05467 0.03 2.74 0.52 0.0397
S -0.88292 -0.35470 3.66675 -0.42 -0.62 -1.32 0.1329
C -1.77256 -1.41941 2.58840 -0.31 -0.44 -0.65 -0.4814
C -1.43053 -1.26333 1.24888 -0.14 0.43 3.71 -0.0937
N -0.48285 -0.29477 1.21607 -0.26 0.19 2.50 0.0754
C -0.05125 0.30443 2.32374 -1.07 -0.93 1.33 0.0305
H -2.52383 -2.14698 2.90479 0.29 0.38 0.47 0.4426
H -1.79518 -1.76580 0.35796 -0.10 -0.06 0.20 0.3564
H 0.73199 1.10248 2.39349 -0.79 -0.78 -0.12 0.3430
```
Forces are in eV/Å.

Properties
E_LUMO, eV: -14.420
Energy, eV: -31730.93486
Net charge: +3
Orbital gap, hartree: 0.250



Record 3
Here is an isolated molecule of C2H7NO3S2 at a distorted geometry from the Open Molecules 2025 dataset. Energies are from ωB97M-V/def2-TZVPD.

The geometry in XYZ format:
```
15
Properties=species:S:1:pos:R:3:forces:R:3:mulliken_charge:R:1
C 2.01289 0.10140 0.35601 -1.82 -0.57 -1.27 -0.8446
C -0.34830 -0.69317 0.53418 -0.68 -1.74 -4.05 -0.3595
N 0.83526 -0.65007 -0.26779 0.31 2.12 -0.55 -0.3326
O -1.01673 0.95019 -1.43726 -0.10 0.75 0.32 -0.5894
O -2.85321 0.49424 0.35764 3.15 -0.05 -1.10 -0.5397
O -0.83475 1.83572 0.82449 0.81 1.16 0.84 -0.5790
S -1.18004 -2.30471 0.14461 -0.16 -0.14 0.65 -0.1684
S -1.41014 0.72033 0.17463 -2.74 0.49 -0.53 1.1154
H 1.74350 1.14654 0.61200 0.56 -0.48 -0.24 0.3134
H 2.36503 -0.44713 1.21293 -0.09 -0.13 0.46 0.3049
H 2.74224 -0.05901 -0.42383 0.61 0.78 0.02 0.3455
H -0.13030 -0.72880 1.52927 0.34 0.27 2.83 0.4286
H -0.41931 1.75772 -1.60590 -1.41 -1.55 0.97 0.3844
H 0.50687 -0.17796 -1.18263 1.33 -1.30 1.78 0.3865
H -2.01300 -1.94528 -0.82836 -0.10 0.38 -0.14 0.1345
```
Forces are in eV/Å.

Properties
SMILES: CN[C@H](S)S(=O)(=O)O
E_LUMO, eV: 0.173
ΔE to the lowest compared entry with this formula, charge and spin, kcal per mole: 36.6
Energy, eV: -31488.74825
Net charge: 0
Orbital gap, hartree: 0.346



What did the second record say?
Here is a structure of composition C8H3LaNO5S at a distorted geometry from the Open Molecules 2025 dataset. Energies are from ωB97M-V/def2-TZVPD.

The geometry in XYZ format:
```
19
Properties=species:S:1:pos:R:3:forces:R:3:mulliken_charge:R:1
O 1.83731 1.29546 -4.01555 -2.39 -1.67 5.45 -0.1022
C 1.38723 0.98040 -2.98627 3.06 2.15 -6.99 0.0911
La 0.35037 0.25250 -0.60298 -0.09 -0.19 0.12 1.0974
O -2.57853 0.66069 -2.40080 2.62 -0.12 0.78 0.0422
C -1.50699 0.59915 -2.03908 -5.94 0.80 -3.53 0.2299
C 2.69373 0.24837 -0.30056 6.90 -0.24 1.71 0.2362
O 3.70831 0.14658 0.19236 -2.39 0.26 -1.27 0.0444
C 0.50815 2.61141 -0.53308 0.16 7.01 0.97 0.2405
O 0.44189 3.67636 -0.15289 0.19 -2.54 -1.01 0.0399
C 0.67892 -1.76365 -1.80655 0.64 -6.39 -2.87 0.2350
O 0.68674 -2.86919 -2.05467 0.03 2.74 0.52 0.0397
S -0.88292 -0.35470 3.66675 -0.42 -0.62 -1.32 0.1329
C -1.77256 -1.41941 2.58840 -0.31 -0.44 -0.65 -0.4814
C -1.43053 -1.26333 1.24888 -0.14 0.43 3.71 -0.0937
N -0.48285 -0.29477 1.21607 -0.26 0.19 2.50 0.0754
C -0.05125 0.30443 2.32374 -1.07 -0.93 1.33 0.0305
H -2.52383 -2.14698 2.90479 0.29 0.38 0.47 0.4426
H -1.79518 -1.76580 0.35796 -0.10 -0.06 0.20 0.3564
H 0.73199 1.10248 2.39349 -0.79 -0.78 -0.12 0.3430
```
Forces are in eV/Å.

Properties
E_LUMO, eV: -14.420
Energy, eV: -31730.93486
Net charge: +3
Orbital gap, hartree: 0.250



Q: Which formula does entry 1 have?
A: C3H9N5